[1]
# C33H34N5O4RuS4

C33H34N5O4RuS4 as an isolated structure (ωB97M-V/def2-TZVPD, the Open Molecules 2025 dataset).

Geometry as XYZ:
```
81
Properties=species:S:1:pos:R:3:forces:R:3:lowdin_spin:R:1
Ru 1.308791 -0.934231 1.083620 -0.51 0.05 0.00 0.84
S 1.197173 -1.860416 5.509879 0.04 0.06 0.06 0.01
C 1.255471 -1.342001 3.965603 -0.01 -0.17 -0.17 0.01
S 2.650942 -1.246798 2.909667 0.16 -0.13 0.07 0.11
S -0.053255 -0.814375 2.962728 -0.01 0.22 -0.08 -0.01
C -5.390918 1.843460 -2.875789 0.02 0.01 0.02 0.00
O -4.200985 1.722817 -2.118221 -0.01 0.00 0.01 0.00
C -4.105111 2.458670 -0.971899 0.01 -0.02 -0.02 0.00
C -5.063076 3.348180 -0.519204 0.01 -0.01 0.01 0.00
C -4.868495 4.022039 0.684325 -0.02 0.00 -0.01 0.00
C -3.733048 3.785673 1.433144 0.01 0.00 0.01 0.00
C -2.772514 2.883501 0.985765 0.00 0.02 -0.02 0.00
C -2.935327 2.233256 -0.227202 0.09 0.01 -0.10 0.00
N -2.027481 1.303134 -0.765719 0.21 0.35 -0.34 0.00
C -0.793805 0.983781 -0.232186 -0.20 0.19 0.06 0.00
N -0.033611 2.040210 0.097714 -0.02 0.00 -0.03 0.00
C 1.332635 2.075257 0.463626 0.02 -0.03 -0.01 0.00
C 2.047395 0.978107 0.936819 -0.02 -0.02 0.04 -0.01
C 3.416611 1.216978 1.174843 0.01 0.06 0.01 0.00
C 4.011513 2.449017 0.990553 -0.01 -0.04 0.01 0.00
C 3.263063 3.539283 0.553116 -0.03 0.02 -0.03 0.00
C 1.923494 3.341868 0.288725 0.02 0.01 0.03 0.00
O 1.072992 4.322895 -0.162398 -0.01 0.00 -0.01 0.00
C 1.589311 5.634034 -0.278493 0.00 -0.01 0.01 0.00
N -0.389492 -0.246191 -0.128926 0.13 -0.23 -0.18 0.01
C -1.342670 -1.268141 -0.379285 -0.04 0.10 0.09 0.00
C -1.033133 -2.303977 -1.244272 0.02 -0.11 -0.03 0.00
C -1.898484 -3.378449 -1.412916 0.02 0.07 -0.04 0.00
C -3.090275 -3.409310 -0.711238 -0.05 0.03 0.02 0.00
C -3.430037 -2.370687 0.151069 0.03 -0.02 -0.01 0.00
C -2.565330 -1.295455 0.318904 -0.06 -0.06 -0.02 0.00
O -2.823909 -0.218967 1.097153 -0.07 -0.41 0.46 0.00
C -3.874285 -0.305380 2.046056 0.06 -0.09 0.06 0.00
H -5.284361 1.163588 -3.716216 0.00 0.00 0.00 0.00
H -5.520123 2.862467 -3.248166 0.00 0.00 0.00 0.00
H -6.265104 1.558614 -2.285314 0.00 0.00 0.00 0.00
H -5.960719 3.524376 -1.093208 -0.01 0.00 -0.01 0.00
H -5.618369 4.720631 1.030102 0.00 0.00 0.00 0.00
H -3.586048 4.288123 2.379547 0.00 0.01 0.00 0.00
H -1.905385 2.673621 1.596919 0.00 0.00 0.00 0.00
H -2.469923 0.554301 -1.279830 0.03 0.07 0.01 0.00
H -0.404313 2.936202 -0.181099 0.01 0.00 -0.01 0.00
H 4.032750 0.407621 1.544792 0.00 0.02 -0.02 0.00
H 5.064339 2.580402 1.210928 0.00 0.00 0.00 0.00
H 3.722546 4.509109 0.432192 0.00 0.01 0.00 0.00
H 0.763299 6.258395 -0.607984 0.00 0.00 0.00 0.00
H 2.394725 5.678273 -1.016106 0.00 0.00 0.00 0.00
H 1.959925 5.997304 0.682777 0.00 0.00 0.00 0.00
H -0.070068 -2.281501 -1.739507 0.01 0.01 0.00 0.00
H -1.630582 -4.189664 -2.076287 0.00 0.00 -0.01 0.00
H -3.771815 -4.241673 -0.830515 0.00 0.00 0.01 0.00
H -4.368083 -2.401140 0.685844 -0.01 0.00 0.03 0.00
H -3.803932 0.596134 2.647680 -0.03 0.02 -0.02 0.00
H -3.741499 -1.176435 2.691580 -0.03 -0.02 -0.01 0.00
H -4.849287 -0.343106 1.554612 -0.02 0.00 0.00 0.00
S -0.348297 -5.411045 1.307155 0.01 0.01 0.07 0.00
C -0.263317 -3.699958 1.415451 0.02 0.01 0.00 0.00
N 0.872020 -3.156302 1.127052 0.06 -0.04 0.05 0.00
C 1.822971 -4.135752 0.828396 -0.01 -0.03 0.05 0.00
C 3.177452 -3.919462 0.570703 -0.03 0.00 -0.06 0.00
C 3.984246 -5.007935 0.322836 0.00 0.00 -0.01 0.00
C 3.470246 -6.311379 0.332550 0.01 0.00 0.00 0.00
C 2.141153 -6.543500 0.611312 -0.01 0.00 -0.01 0.00
C 1.326432 -5.442013 0.866767 0.00 0.02 -0.02 0.00
H -1.122471 -3.118191 1.711751 -0.05 0.02 -0.01 0.00
H 3.568036 -2.914207 0.586377 0.01 0.04 -0.03 0.00
H 5.038365 -4.856817 0.129555 -0.01 0.00 0.00 0.00
H 4.128675 -7.147286 0.136274 0.00 0.00 0.00 0.00
H 1.744335 -7.549208 0.643873 0.00 0.00 0.00 0.00
C 4.758210 -0.275177 -1.704961 0.05 0.01 -0.01 0.00
N 3.453487 0.239000 -2.076889 0.02 -0.02 0.00 0.00
C 3.410127 1.525111 -2.745114 0.01 0.01 -0.01 0.00
C 2.343752 -0.327529 -1.626810 -0.02 0.00 0.03 0.00
O 2.298313 -1.359175 -0.941799 0.23 0.00 0.04 0.01
H 5.371543 -0.401816 -2.597810 0.00 0.00 -0.01 0.00
H 4.630025 -1.233580 -1.212020 0.00 -0.01 0.02 0.00
H 5.251411 0.421663 -1.024470 -0.02 -0.01 -0.01 0.00
H 3.975310 1.486346 -3.677465 0.00 -0.01 0.01 0.00
H 3.832042 2.294710 -2.096409 0.01 0.01 0.02 0.00
H 2.377423 1.786642 -2.967613 -0.01 0.00 0.00 0.00
H 1.426397 0.193450 -1.926986 -0.02 0.01 0.03 0.00
```
Positions in Å, forces in eV/Å.

Results
Energy relative to the best compared isomer or geometry (same formula, charge and spin) in kJ/mol: 0.0
E_HOMO (spin up / spin down) in eV: -6.90 / -6.73
Kohn-Sham gap (spin up / spin down) in eV: 7.2925 / 6.6541
<S²>: 0.76
2S+1: 2


[2]
# C33H34NOPS4Tc

C33H34NOPS4Tc as an isolated structure at a distorted geometry (ωB97M-V/def2-TZVPD, the Open Molecules 2025 dataset).

Geometry as XYZ:
```
75
Properties=species:S:1:pos:R:3:forces:R:3:lowdin_spin:R:1
Tc 0.131580 0.861103 0.734432 0.18 0.08 1.10 0.61
C 1.097290 -2.102938 2.606387 -0.01 0.02 0.07 0.00
C 0.863311 -0.612567 2.532930 0.23 -0.25 0.10 0.00
C 1.995391 0.240317 2.408528 -0.15 -0.25 -0.30 0.06
C 3.358601 -0.385191 2.284824 0.00 -0.01 -0.04 0.01
C 1.815170 1.628464 2.395215 -0.07 0.37 -0.17 0.02
C 2.957224 2.584973 2.161413 0.00 -0.01 -0.01 0.00
C 0.543940 2.186327 2.735264 0.03 0.09 0.19 0.01
C 0.455710 3.667862 3.004700 -0.03 -0.01 0.01 0.00
C -0.558035 1.344308 2.961121 -0.04 0.15 -0.02 -0.01
C -1.848029 1.942809 3.452131 0.00 0.00 -0.03 0.00
C -0.419729 -0.068454 2.774421 -0.23 -0.12 0.03 0.01
C -1.594966 -0.973897 3.048792 0.03 0.00 -0.01 0.00
H 1.137564 -2.565116 1.621381 0.01 -0.02 -0.04 0.00
H 0.324673 -2.606925 3.177783 -0.02 0.01 -0.02 0.00
H 2.041317 -2.311104 3.104459 -0.01 0.00 0.00 0.00
H 4.135022 0.330122 2.033059 0.01 0.01 0.00 0.00
H 3.374339 -1.198408 1.556005 -0.01 0.01 0.02 0.00
H 3.645885 -0.824954 3.242632 -0.01 0.01 0.01 0.00
H 3.439301 2.847499 3.106349 -0.01 -0.01 0.01 0.00
H 2.606479 3.512047 1.712008 0.01 -0.01 0.00 0.00
H 3.730106 2.175219 1.517179 0.00 -0.01 -0.01 0.00
H 0.473703 4.262703 2.090539 0.01 -0.01 -0.01 0.00
H 1.303721 3.983522 3.611826 -0.01 -0.01 0.01 0.00
H -0.447006 3.925696 3.546849 0.00 0.00 -0.02 0.00
H -1.706324 2.282182 4.481016 -0.01 0.00 0.00 0.00
H -2.670358 1.238024 3.449157 0.01 -0.01 0.00 0.00
H -2.146617 2.799706 2.851049 0.00 -0.01 0.00 0.00
H -1.719172 -1.100709 4.126892 -0.01 0.00 0.00 0.00
H -1.461386 -1.953960 2.605127 0.02 0.01 0.01 0.00
H -2.524757 -0.569292 2.655372 0.01 0.01 0.01 0.00
O -4.691500 4.632931 -2.314449 0.06 -0.04 -0.09 0.00
C -3.826955 3.926569 -1.929804 -0.13 -0.01 0.18 0.00
S -4.049260 2.217193 -1.473327 0.06 0.04 -0.06 0.00
C -2.307377 1.836766 -1.162678 -0.07 -0.05 -0.02 0.01
C -1.503101 3.088927 -1.009204 -0.16 0.00 -0.17 0.07
S -0.019318 2.933225 -0.333836 0.24 0.38 -0.02 -0.02
S -2.143482 4.548089 -1.637461 0.07 -0.06 0.04 0.03
S -2.244865 0.919335 0.400777 0.16 0.01 -0.19 0.01
N 2.319078 0.831444 -0.529130 0.07 -0.04 -0.17 0.08
C 2.284524 0.117518 -1.790795 -0.04 -0.04 -0.04 0.00
C 3.325073 0.240898 -2.702121 0.03 0.00 -0.02 0.00
C 3.297717 -0.470320 -3.890868 0.01 0.01 0.01 0.00
C 2.233358 -1.317090 -4.174258 -0.03 0.00 0.00 0.00
C 1.190870 -1.434469 -3.272256 0.01 -0.02 -0.01 0.00
C 1.204604 -0.715578 -2.074574 0.05 0.05 0.10 0.00
P -0.166380 -0.760973 -0.872149 -0.17 -0.34 -0.66 0.00
C -0.443706 -2.502255 -0.484529 -0.07 0.07 0.13 0.00
C 0.515444 -3.478864 -0.734017 0.03 -0.05 -0.01 0.00
C 0.274989 -4.795144 -0.360224 0.02 0.00 -0.01 0.00
C -0.919353 -5.138410 0.254952 -0.02 0.01 0.01 0.00
C -1.882110 -4.165757 0.504857 0.04 0.01 0.00 0.00
C -1.642466 -2.849030 0.146506 -0.01 -0.02 -0.06 0.00
C -1.488290 -0.412481 -2.106187 0.03 -0.07 0.13 0.01
C -1.598951 1.012319 -2.435812 0.03 0.12 0.11 0.01
C -2.310015 1.343483 -3.670310 -0.05 0.00 -0.14 0.03
C -2.973976 0.396216 -4.382891 0.05 0.02 0.07 0.00
C -2.980016 -0.921864 -3.894383 -0.10 -0.11 -0.03 0.03
C -2.251461 -1.333004 -2.767685 0.03 0.04 -0.01 0.01
H 3.063383 0.435573 0.040214 -0.05 0.00 0.02 0.00
H 2.590156 1.796559 -0.700323 -0.02 0.02 0.00 0.00
H 4.162704 0.889820 -2.476168 0.00 0.00 -0.01 0.00
H 4.111633 -0.368902 -4.595898 0.00 0.00 0.00 0.00
H 2.216631 -1.879218 -5.097989 0.00 0.00 0.00 0.00
H 0.364688 -2.098644 -3.495677 0.00 0.01 0.01 0.00
H 1.449974 -3.221865 -1.216778 0.00 -0.01 0.00 0.00
H 1.022311 -5.552572 -0.555535 0.00 0.00 0.00 0.00
H -1.104096 -6.165644 0.539327 0.00 0.00 0.00 0.00
H -2.815894 -4.435193 0.980524 0.00 0.00 0.00 0.00
H -2.389760 -2.087620 0.345681 0.01 -0.01 -0.02 0.00
H -0.579735 1.421738 -2.460347 -0.04 0.03 0.00 0.00
H -2.326530 2.380396 -3.987289 0.02 0.00 0.00 0.00
H -3.515642 0.643248 -5.284596 0.00 0.01 0.00 0.00
H -3.548857 -1.668305 -4.438559 0.01 0.00 0.01 0.00
H -2.237968 -2.378442 -2.489545 0.00 -0.01 0.00 0.00
```
Positions in Å, forces in eV/Å.

Results
Energy relative to the best compared isomer or geometry (same formula, charge and spin) in kJ/mol: 0.0
Charge: +2
E_HOMO (spin up / spin down) in eV: -12.13 / -13.29
Kohn-Sham gap (spin up / spin down) in eV: 4.0443 / 5.3944
<S²>: 0.78
2S+1: 2


[3]
# C33H35Br2N5O3SbW

C33H35Br2N5O3SbW as an isolated structure at a distorted geometry (ωB97M-V/def2-TZVPD, the Open Molecules 2025 dataset).

Geometry as XYZ:
```
80
Properties=species:S:1:pos:R:3:forces:R:3:lowdin_charge:R:1
W -0.200100 0.109400 0.063000 0.25 -2.17 -2.26 1.58
C -3.156300 1.899300 0.099000 0.15 -0.46 -0.01 -0.02
C -2.289800 2.180900 1.292400 1.25 -1.47 -1.44 -0.25
C -2.712800 2.993900 2.328500 0.30 0.70 1.33 0.03
C -1.939700 3.216400 3.463100 -0.51 -0.39 -1.03 0.04
C -0.687200 2.584900 3.553500 0.44 -0.38 -0.29 -0.18
C 0.225300 2.641000 4.636800 0.23 0.06 0.45 -0.58
Br -0.197400 3.699300 6.157800 0.04 -0.18 -0.24 0.82
C 1.419500 1.944300 4.642200 -0.52 0.53 0.41 -0.14
C 1.788200 1.192600 3.537300 -0.30 -0.63 -1.36 -0.57
Br 3.385600 0.181000 3.474800 -0.22 0.28 0.15 0.84
C 0.945700 1.133500 2.431400 0.40 0.24 0.50 -0.37
O 1.235700 0.496900 1.286200 0.89 0.85 1.57 -0.39
C -0.292200 1.793900 2.450800 -0.07 -0.08 -0.21 -0.13
N -1.058100 1.576400 1.310000 -1.07 1.43 1.41 0.01
H -4.184600 1.744600 0.415000 -0.05 0.02 0.09 0.10
H -2.818000 0.971100 -0.402400 -0.31 0.66 0.26 0.06
H -3.137000 2.735100 -0.602300 0.06 0.05 0.05 0.09
H -3.684500 3.455100 2.246700 -0.09 -0.01 -0.01 0.13
H -2.305500 3.833300 4.267900 -0.02 0.09 0.07 0.10
H 2.074100 1.980200 5.499400 -0.01 0.08 0.07 0.11
C -0.142200 5.502000 -1.329100 -0.04 -0.03 0.01 -0.07
C -1.061200 4.952400 -2.212200 0.05 -0.03 0.08 -0.06
C -1.207100 3.581500 -2.300300 0.09 -0.48 0.10 -0.03
C -0.415200 2.750100 -1.504600 0.50 1.02 0.12 -0.30
C 0.512100 3.306300 -0.619100 -0.19 -0.34 -0.24 -0.05
C 0.643400 4.678200 -0.534600 -0.07 0.12 -0.03 -0.06
N -0.533300 1.351300 -1.530700 -1.18 -1.79 -1.37 -0.21
N -1.016300 0.871400 -2.696400 0.41 0.80 1.11 0.08
C -1.274300 -0.454200 -2.671600 0.28 0.44 1.32 -0.33
C -1.780600 -1.070100 -3.834700 -0.05 -0.33 0.00 -0.02
C -2.059100 -2.414500 -3.815500 0.09 0.67 -0.39 -0.07
C -1.823500 -3.154200 -2.657000 0.41 0.28 0.96 -0.06
C -1.333900 -2.540700 -1.511700 0.03 -0.94 0.11 -0.11
C -1.053400 -1.170000 -1.432100 -0.10 0.79 -0.18 -0.24
H -0.048600 6.572200 -1.252700 0.06 0.17 0.00 0.11
H -1.677600 5.587500 -2.831100 -0.02 0.08 -0.01 0.11
H -1.933100 3.124600 -2.956200 0.01 0.05 -0.09 0.11
H 1.131800 2.639800 -0.018300 -0.03 0.27 -0.10 0.07
H 1.357900 5.111600 0.145500 0.13 0.05 0.11 0.11
H -1.939100 -0.458700 -4.709700 -0.06 0.04 -0.09 0.12
H -2.461500 -2.899100 -4.690600 -0.02 -0.04 -0.12 0.11
H -2.022500 -4.213000 -2.652500 -0.11 -0.15 0.07 0.11
H -1.186300 -3.154700 -0.624300 0.00 0.01 -0.15 0.09
C 0.759900 -4.270800 2.613300 0.42 -0.25 -0.14 0.01
N -0.276600 -3.265400 2.521000 0.04 0.23 -0.05 -0.04
C -1.466600 -3.344000 3.187700 -0.64 0.33 0.10 -0.02
C -2.437900 -2.421700 3.028900 0.18 -0.30 0.15 0.04
C -2.236700 -1.323600 2.111600 -0.03 0.86 -0.83 -0.46
O -3.039700 -0.458400 1.793000 -0.45 -0.32 0.55 0.05
N -0.988600 -1.265900 1.505600 -0.15 -0.37 0.07 0.02
C -0.065400 -2.228800 1.665700 0.44 0.34 -0.81 -0.53
O 0.963000 -2.133400 0.957700 -0.38 -0.16 0.16 -0.07
H 0.511200 -4.986500 3.391300 -0.05 0.04 0.02 0.10
H 1.711100 -3.788200 2.841800 -0.06 -0.11 0.02 0.10
H 0.857500 -4.786700 1.655900 0.04 -0.02 0.11 0.10
H -1.586200 -4.198400 3.837200 0.04 -0.03 0.04 0.14
H -3.382400 -2.489400 3.540500 -0.04 -0.07 0.07 0.12
C 2.383400 1.422900 -3.802900 -0.06 -0.09 0.07 -0.18
C 2.537700 -0.037200 -3.406700 -0.50 -0.08 0.63 -0.37
Sb 2.241700 -0.381800 -1.255500 1.35 -0.47 -0.74 1.57
C 4.009700 0.670900 -0.489000 -0.72 -0.04 0.04 -0.37
C 3.835100 2.138800 -0.132500 0.08 -0.14 -0.04 -0.18
C 3.141500 -2.372200 -1.055400 -0.50 0.27 0.14 -0.38
C 4.634400 -2.443700 -1.328100 -0.19 0.22 -0.08 -0.17
H 2.453000 1.505000 -4.886400 0.02 0.14 -0.07 0.08
H 3.176700 2.025700 -3.365100 -0.01 0.17 0.02 0.06
H 1.412400 1.818900 -3.498200 0.09 0.06 -0.05 0.04
H 3.533800 -0.402600 -3.648800 0.06 -0.14 0.12 0.05
H 1.809000 -0.651200 -3.937700 0.01 -0.10 0.09 0.05
H 4.761400 0.556200 -1.272600 -0.06 -0.16 0.03 0.06
H 4.317100 0.112800 0.400400 -0.01 -0.06 -0.21 0.03
H 3.452900 2.717900 -0.973300 -0.03 0.09 0.07 0.06
H 4.806700 2.542800 0.147700 0.04 0.17 0.02 0.08
H 3.174500 2.254600 0.726500 -0.05 0.07 -0.03 0.04
H 2.586900 -3.030500 -1.728200 -0.07 0.06 0.12 0.06
H 2.939800 -2.667000 -0.025500 -0.17 -0.02 -0.18 0.03
H 4.895700 -2.042600 -2.303200 0.13 0.03 -0.14 0.06
H 4.944200 -3.486600 -1.300200 0.08 -0.07 -0.02 0.08
H 5.197400 -1.909300 -0.568700 0.13 0.06 0.02 0.06
```
Positions in Å, forces in eV/Å.

Results
Energy relative to the best compared isomer or geometry (same formula, charge and spin) in kJ/mol: 0.0
Charge: +1
E_HOMO (spin up / spin down) in eV: -9.89 / -9.88
Kohn-Sham gap (spin up / spin down) in eV: 5.4639 / 5.4600
2S+1: 1


- What is the energy relative to the best compared isomer or geometry (same formula, charge and spin) in the second record?
  0.0 kJ/mol